1.
{"formula": "C8H20BrNO", "method": "wB97M-V/def2-TZVPD", "orbital_gap_ev": 7.55, "mol_weight_g_mol": 226.2, "multiplicity": 1, "elements": ["Br", "C", "C", "N", "C", "C", "C", "C", "C", "O", "C", "H", "H", "H", "H", "H", "H", "H", "H", "H", "H", "H", "H", "H", "H", "H", "H", "H", "H", "H", "H"], "coordinates": [[3.813, -1.051, 1.514], [0.013, -2.379, 1.339], [0.701, -1.948, 0.044], [0.499, -0.607, -0.515], [1.667, -0.294, -1.340], [-0.727, -0.597, -1.386], [-1.086, 0.712, -2.244], [0.398, 0.298, 0.663], [-0.032, 1.792, 0.516], [-1.363, 2.136, 0.484], [-1.917, 2.367, 1.821], [0.552, -3.294, 1.483], [-1.056, -2.545, 1.250], [0.258, -1.790, 2.207], [0.411, -2.608, -0.772], [1.740, -1.937, 0.180], [1.730, -1.050, -2.161], [2.547, -0.418, -0.791], [1.557, 0.744, -1.683], [-1.639, -0.908, -0.878], [-0.390, -1.356, -2.112], [-1.739, 0.318, -3.024], [-0.186, 1.168, -2.690], [-1.574, 1.571, -1.783], [1.336, 0.174, 1.217], [-0.274, -0.204, 1.353], [0.362, 2.275, -0.379], [0.468, 2.209, 1.414], [-1.186, 2.993, 2.336], [-1.995, 1.370, 2.318], [-2.886, 2.859, 1.619]], "forces_ev_per_angstrom": [[-0.333, 0.076, -0.125], [0.449, 0.087, -0.874], [-1.127, -0.941, -0.106], [-1.811, 1.682, 0.542], [-0.667, 0.314, -1.964], [-0.024, 1.190, -1.697], [1.083, -0.691, 0.396], [-0.643, 0.732, 0.815], [1.918, -0.475, 0.105], [-1.487, -0.135, 1.108], [0.397, -0.962, -1.506], [-0.184, -0.947, 0.423], [-0.080, -0.058, 0.020], [0.085, 0.251, 0.134], [0.234, -0.373, 0.111], [1.635, -0.718, 0.621], [-0.301, 0.850, 0.353], [1.379, 0.046, 1.321], [0.275, -0.590, -0.167], [0.407, -0.194, 0.433], [-0.882, 0.215, 0.017], [0.123, 0.206, -0.123], [-0.333, -0.582, -0.187], [-0.215, -0.617, 0.631], [0.411, 0.428, -0.437], [-0.556, 0.422, -0.259], [0.631, -0.221, 0.076], [-0.164, 0.290, -0.509], [-0.432, 0.153, 0.306], [-0.298, 0.900, -0.039], [0.510, -0.337, 0.579]]}

2.
{"formula": "C8H20F4Li2N2O12S4", "method": "wB97M-V/def2-TZVPD", "orbital_gap_ev": 9.82, "mol_weight_g_mol": 554.4, "multiplicity": 1, "elements": ["Li", "Li", "N", "S", "O", "O", "F", "S", "O", "O", "F", "N", "S", "O", "O", "F", "S", "O", "O", "F", "C", "O", "C", "C", "O", "C", "H", "H", "H", "H", "H", "H", "H", "H", "H", "H", "C", "O", "C", "C", "O", "C", "H", "H", "H", "H", "H", "H", "H", "H", "H", "H"], "coordinates": [[16.624, -4.708, -11.782], [17.519, -6.829, -10.846], [15.910, -6.514, -11.697], [15.685, -6.945, -13.306], [14.863, -6.143, -14.271], [15.868, -8.386, -13.492], [17.218, -6.512, -13.634], [14.354, -6.600, -11.410], [13.749, -7.938, -11.563], [13.559, -5.466, -11.851], [14.305, -6.326, -9.815], [18.311, -5.065, -10.756], [19.634, -4.660, -11.695], [20.507, -5.793, -12.086], [20.219, -3.313, -11.605], [18.835, -4.453, -13.116], [18.844, -4.422, -9.490], [18.227, -3.143, -9.100], [20.220, -4.643, -9.064], [18.138, -5.518, -8.521], [16.349, -7.870, -7.956], [17.256, -8.059, -8.973], [17.480, -9.300, -9.297], [18.531, -9.424, -10.384], [18.323, -8.489, -11.457], [19.280, -8.693, -12.548], [15.436, -8.456, -8.068], [16.087, -6.813, -8.007], [16.878, -8.134, -7.040], [16.538, -9.660, -9.712], [17.726, -10.020, -8.517], [18.523, -10.487, -10.626], [19.489, -9.208, -9.912], [20.299, -8.826, -12.184], [19.166, -7.934, -13.323], [18.929, -9.573, -13.088], [17.194, -3.556, -15.197], [16.689, -3.397, -13.837], [15.373, -2.897, -13.759], [15.275, -2.194, -12.325], [15.473, -3.188, -11.400], [15.560, -2.732, -10.059], [16.452, -3.652, -15.990], [17.586, -4.573, -15.210], [18.000, -2.841, -15.362], [14.609, -3.673, -13.788], [15.211, -2.080, -14.462], [14.295, -1.720, -12.290], [16.108, -1.492, -12.273], [14.638, -2.209, -9.806], [16.416, -2.058, -10.031], [15.823, -3.601, -9.456]], "forces_ev_per_angstrom": [[-0.156, 1.448, -0.786], [0.823, -1.518, 0.872], [-2.319, 0.016, -2.085], [3.301, -2.482, -6.005], [2.241, -2.128, 3.770], [-1.485, 2.635, 0.569], [-0.598, 0.746, 0.067], [-7.297, 0.023, 3.856], [2.082, 2.721, 0.086], [1.666, -1.487, -0.051], [1.087, -0.536, -0.742], [1.771, 0.280, -4.037], [4.026, 0.117, -7.211], [-2.415, 2.327, 2.180], [-1.658, -2.889, 1.224], [0.060, -0.606, 1.664], [0.382, 2.984, 10.413], [1.290, -2.744, -1.474], [-1.596, 0.313, -2.056], [-0.491, 0.628, -0.257], [-0.390, 0.807, 0.988], [0.800, 4.375, -0.246], [-0.429, -4.019, -2.832], [0.350, 0.375, 0.952], [0.640, -0.364, -0.056], [-1.284, -0.671, -0.194], [-0.024, -0.234, -0.152], [-0.054, -0.145, 0.533], [-0.461, 0.152, 0.463], [-0.353, -0.768, -0.290], [0.357, 0.230, 0.612], [0.054, 0.063, -0.870], [0.362, 0.081, -0.174], [-0.115, 0.276, 0.018], [0.221, 0.516, 0.730], [0.292, -0.477, 0.238], [0.223, -1.484, 1.037], [-0.485, -0.155, -1.056], [0.005, 1.685, 2.240], [0.341, -0.502, -3.189], [0.006, -1.621, 0.827], [0.489, 0.408, -0.495], [-0.427, 0.924, 0.269], [0.576, 0.137, 0.016], [-0.321, 0.070, -0.221], [0.014, -0.086, -0.377], [-0.156, -0.227, -0.380], [-0.074, 0.134, 0.498], [-0.139, 0.473, 0.063], [-0.034, -0.258, 0.396], [-0.169, 0.224, 0.409], [-0.531, 0.233, 0.247]]}

3.
{"formula": "C8H20N2O2S", "method": "wB97M-V/def2-TZVPD", "orbital_gap_ev": 10.68, "mol_weight_g_mol": 208.3, "multiplicity": 1, "smiles": "CCCCNS(=O)(=O)NCCCC", "elements": ["C", "C", "C", "C", "N", "S", "O", "O", "N", "C", "C", "C", "C", "H", "H", "H", "H", "H", "H", "H", "H", "H", "H", "H", "H", "H", "H", "H", "H", "H", "H", "H", "H"], "coordinates": [[1.050, 3.072, -0.684], [0.743, 1.877, 0.325], [-0.783, 1.868, 0.929], [-2.008, 1.944, 0.022], [-2.149, 0.623, -0.643], [-2.594, -0.717, 0.028], [-3.579, -0.386, 1.070], [-3.162, -1.547, -1.014], [-1.232, -1.537, 0.560], [-0.484, -2.152, -0.597], [0.849, -2.811, -0.031], [1.715, -1.719, 0.724], [2.988, -1.106, -0.167], [0.351, 3.472, -1.526], [1.164, 4.036, -0.172], [2.096, 2.926, -1.116], [0.876, 1.007, -0.199], [1.483, 2.100, 1.130], [-0.914, 2.779, 1.591], [-0.953, 0.884, 1.484], [-2.850, 2.316, 0.582], [-1.786, 2.483, -0.935], [-2.647, 0.525, -1.628], [-1.536, -2.359, 1.151], [-0.982, -2.942, -0.963], [-0.284, -1.362, -1.362], [0.461, -3.398, 0.723], [1.201, -3.578, -0.777], [2.297, -2.154, 1.581], [0.771, -1.107, 1.013], [3.855, -0.634, 0.384], [3.507, -1.934, -0.444], [2.539, -0.470, -1.039]], "forces_ev_per_angstrom": [[0.435, 1.076, -0.812], [-2.422, 4.067, 0.418], [1.050, 0.396, 0.889], [2.135, -0.780, -2.569], [-0.593, 0.550, -3.590], [-4.554, -2.346, 1.530], [2.546, -0.709, -0.148], [0.608, 0.376, -0.293], [-0.201, -0.885, 0.259], [3.235, 2.583, 1.507], [-0.053, 1.842, -1.419], [0.990, -0.157, -1.073], [-3.426, 2.648, 1.003], [0.801, -1.753, 1.161], [0.017, -0.306, 0.585], [-1.449, -0.069, 0.241], [0.703, -2.344, -0.845], [-0.746, -0.959, -0.408], [0.464, -1.268, -0.228], [0.606, 1.592, -0.060], [-0.584, -0.219, -0.151], [-0.373, 0.714, 1.310], [1.506, 0.861, 2.584], [0.034, 1.524, -0.552], [-2.282, -2.335, -1.754], [-0.233, -0.682, 0.593], [-0.730, -1.605, 1.945], [0.404, 1.252, 0.489], [-1.252, 0.266, -0.384], [2.683, 0.053, 0.182], [-1.688, 0.514, -0.069], [0.947, -2.725, -1.811], [1.419, -1.173, 1.469]]}

4.
{"formula": "C8H20N3", "method": "wB97M-V/def2-TZVPD", "orbital_gap_ev": [8.13, 8.50], "mol_weight_g_mol": 158.3, "multiplicity": 1, "charge": 1, "elements": ["C", "C", "C", "C", "C", "C", "C", "C", "N", "N", "N", "H", "H", "H", "H", "H", "H", "H", "H", "H", "H", "H", "H", "H", "H", "H", "H", "H", "H", "H", "H"], "coordinates": [[0.752, 0.567, 2.544], [0.921, -0.803, 1.979], [0.920, 1.699, 1.405], [-2.514, -0.481, -0.446], [-0.911, -1.943, -1.961], [0.439, 2.335, -0.887], [1.354, -0.683, -0.888], [-1.096, -0.600, -1.257], [-0.030, -1.118, 0.892], [0.053, 1.532, 0.252], [0.095, -0.446, -0.292], [-0.283, 0.845, 2.926], [1.475, 0.670, 3.253], [1.934, -0.934, 1.536], [0.688, -1.544, 2.687], [0.535, 2.634, 1.918], [1.949, 1.723, 1.028], [-3.252, -0.618, -1.344], [-2.646, -1.303, 0.349], [-2.567, 0.534, -0.069], [-0.727, -2.717, -1.181], [0.000, -1.876, -2.573], [-1.909, -2.240, -2.382], [1.479, 2.689, -0.827], [0.107, 1.663, -1.661], [-0.213, 3.277, -0.998], [1.422, -0.217, -1.893], [2.218, -0.214, -0.346], [1.809, -1.759, -0.954], [-1.067, 0.242, -2.074], [-0.937, -0.913, 1.263]], "forces_ev_per_angstrom": [[-3.021, 1.859, -3.370], [0.423, 0.345, -2.020], [-0.179, -1.116, 0.858], [1.075, -1.285, -2.460], [-0.583, -0.507, 1.280], [-0.957, 0.761, 0.748], [4.395, -0.448, -1.426], [-1.323, 0.683, 0.653], [-0.594, -0.245, 0.276], [-1.169, -0.558, 0.690], [-0.359, 1.911, 0.340], [1.192, -1.110, 0.040], [1.833, 0.836, 2.164], [-0.529, -0.098, 0.867], [0.199, -1.074, 1.049], [0.887, -0.562, -0.922], [0.221, 0.560, 0.560], [0.961, 0.210, 2.082], [0.053, 1.293, -1.398], [-0.294, -0.058, 0.308], [-0.011, 0.431, -0.444], [-0.943, -0.470, -0.497], [1.343, 0.368, -0.458], [-0.080, -0.488, -0.614], [0.676, 0.489, -1.214], [0.644, -1.415, 0.497], [-0.349, -0.450, 0.572], [-1.109, 0.080, -0.095], [-1.837, 1.459, 0.087], [0.187, -1.347, 1.894], [-0.751, -0.054, -0.043]]}

5.
{"formula": "C8H20N4O2", "method": "wB97M-V/def2-TZVPD", "orbital_gap_ev": 9.45, "mol_weight_g_mol": 204.3, "multiplicity": 1, "smiles": "C=[N+]([O-])O.CCN=C(NCC)NCC", "elements": ["C", "N", "O", "O", "H", "H", "H", "C", "C", "N", "C", "N", "C", "C", "N", "C", "C", "H", "H", "H", "H", "H", "H", "H", "H", "H", "H", "H", "H", "H", "H", "H", "H", "H"], "coordinates": [[-3.110, 0.171, -1.049], [-3.956, 1.124, -1.024], [-5.101, 1.159, -1.573], [-3.574, 2.313, -0.317], [-3.303, -0.695, -1.638], [-2.158, 0.028, -0.426], [-4.416, 2.728, 0.045], [-0.655, -1.587, 2.960], [-1.143, -0.277, 2.269], [-0.785, -0.096, 0.878], [0.414, -0.137, 0.505], [0.697, -0.129, -0.923], [1.146, -1.362, -1.555], [1.409, -1.212, -3.073], [1.506, -0.004, 1.294], [2.686, 0.688, 0.707], [2.537, 1.912, -0.128], [-1.105, -1.662, 3.878], [-0.736, -2.461, 2.226], [0.541, -1.494, 3.020], [-2.280, -0.099, 2.325], [-0.807, 0.490, 2.912], [-0.022, 0.326, -1.494], [0.309, -2.055, -1.520], [2.023, -1.699, -1.024], [2.539, -1.269, -3.266], [1.023, -2.118, -3.607], [1.015, -0.293, -3.527], [1.177, 0.534, 2.123], [3.271, -0.108, 0.245], [3.323, 0.847, 1.590], [1.590, 2.387, 0.054], [3.369, 2.535, 0.294], [2.577, 1.513, -1.181]], "forces_ev_per_angstrom": [[2.334, -0.839, 1.125], [-1.952, 0.799, -0.284], [1.320, 0.294, 0.681], [-0.707, -0.198, 0.394], [-0.892, -0.122, -0.561], [-1.442, 1.262, -0.513], [1.018, -1.140, -1.002], [3.701, 0.323, -4.547], [-1.960, -0.366, -0.009], [-0.916, -1.277, 0.472], [-0.076, 0.649, -2.872], [0.125, 0.813, 0.238], [-1.114, 0.397, -0.679], [1.972, -0.901, -0.292], [0.470, 1.464, 1.185], [0.643, -2.384, 2.019], [1.019, -0.470, -0.333], [-0.934, -0.712, 2.145], [-0.532, 0.931, 1.368], [-2.682, -0.203, 0.405], [1.459, -0.834, -0.082], [0.820, 1.477, 0.693], [0.042, -0.375, 0.795], [0.193, -0.730, 0.580], [0.133, -0.490, 0.087], [-1.513, 0.468, 0.146], [0.060, 0.935, 0.384], [0.025, -0.314, 0.232], [0.581, -0.894, -0.497], [-0.087, 0.151, -0.653], [-0.297, 0.399, -0.041], [-0.365, 0.375, -0.035], [-0.686, 0.066, -1.441], [0.239, 1.447, 0.891]]}

6.
{"formula": "C8H20NO2Si", "method": "wB97M-V/def2-TZVPD", "orbital_gap_ev": [8.80, 9.29], "mol_weight_g_mol": 190.3, "multiplicity": 1, "charge": 1, "elements": ["C", "C", "C", "C", "C", "C", "C", "C", "N", "O", "O", "Si", "H", "H", "H", "H", "H", "H", "H", "H", "H", "H", "H", "H", "H", "H", "H", "H", "H", "H", "H", "H"], "coordinates": [[0.089, 1.106, 1.410], [0.082, 2.537, 1.012], [-0.969, 2.083, -1.011], [-1.005, 0.635, -0.634], [3.758, -0.866, -0.562], [-2.860, -2.947, 0.402], [2.458, -0.788, 0.243], [1.388, 0.022, -0.553], [0.008, 0.153, 0.216], [-1.052, 2.810, 0.218], [-2.101, -1.778, 0.176], [-2.691, -0.309, -0.249], [0.970, 0.834, 2.003], [-0.742, 0.823, 2.095], [0.005, 3.226, 1.825], [1.141, 2.929, 0.563], [-0.050, 2.307, -1.541], [-1.783, 2.282, -1.617], [-0.400, -0.476, -2.333], [3.786, -1.858, -0.969], [3.487, -0.181, -1.453], [4.625, -0.494, -0.009], [-3.841, -2.618, 0.689], [-2.511, -3.515, 1.268], [-2.793, -3.613, -0.400], [2.763, -0.240, 1.127], [2.189, -1.920, 0.500], [1.846, 0.992, -0.570], [1.104, -0.328, -1.476], [-0.089, -0.806, 0.543], [-3.497, 0.317, 0.686], [-3.316, -0.318, -1.598]], "forces_ev_per_angstrom": [[0.336, -1.597, 1.722], [1.785, 1.665, -1.418], [1.879, -0.943, 1.580], [-2.494, -2.756, -2.175], [-1.769, 1.734, -2.011], [-0.127, 0.427, 1.982], [-0.649, -2.168, 0.515], [1.163, 0.313, 4.243], [3.808, 0.851, 0.071], [0.365, 0.152, -0.732], [1.013, 0.638, 0.163], [1.798, -0.431, -2.982], [0.079, 0.120, -0.386], [0.134, 0.450, -0.751], [-0.212, -0.106, 1.054], [-2.385, -1.227, 0.283], [0.231, 0.368, -0.150], [-1.674, 0.684, -1.086], [-1.177, 1.362, 1.752], [0.920, -0.384, -0.192], [1.452, -0.888, 0.978], [-0.134, -0.425, -0.404], [-0.920, -0.425, -0.328], [0.429, 0.357, 0.064], [-0.318, -0.699, -1.545], [-0.729, -0.104, 0.555], [-0.047, 2.607, -0.204], [-0.258, 0.725, -0.537], [-0.293, -0.946, -2.042], [-0.999, -0.141, 0.091], [-1.029, 0.816, 1.546], [-0.177, -0.027, 0.342]]}